(1)
Molecular formula: C28H38N4P2W
Method: DFT, wB97M-V/def2-TZVPD

Atoms and positions in Å:
W  0.220097  -1.075443  0.938727
P  0.513471  1.565142  0.442814
P  1.920313  -0.262774  -1.490725
N  0.673246  -1.486160  -1.001896
N  -0.514121  2.583668  1.797847
N  2.725592  -1.206095  -2.799979
N  1.849071  2.691360  0.598160
C  -2.503971  -0.467250  1.253176
C  -2.914253  -2.318206  -0.869525
C  4.106946  -1.386710  -2.589610
C  -4.096692  -1.958104  -0.018685
C  0.556397  -2.862583  -1.231777
C  1.252302  -0.272826  2.596555
C  2.432230  2.936514  1.838824
C  -0.115432  -3.612792  -0.291841
C  4.535686  -2.461741  -3.340353
C  0.895479  0.995022  -2.313106
C  -0.222623  -2.569297  2.058868
C  -2.212681  -1.518931  -1.698474
C  -1.937369  2.878112  3.570964
C  3.128168  4.554214  0.384196
C  -1.120147  1.974107  2.905100
C  2.176629  -1.909312  0.978379
C  -1.798605  4.121839  2.894644
C  -3.710204  -1.357965  1.342361
C  -2.407820  0.550117  0.352458
C  3.219132  4.087601  1.724757
C  -3.169049  0.702922  -0.935477
C  0.089553  1.872625  -1.285727
C  -0.822149  -2.959154  0.806266
C  2.297613  -2.224537  -3.658248
C  -2.652367  -0.153655  -2.106118
C  -0.944567  3.907058  1.801959
C  3.392345  -3.009535  -4.017666
C  2.284396  3.687954  -0.297830
H  3.030499  -1.220908  0.932356
H  1.616140  1.599010  -2.903762
H  -1.909142  -3.056452  0.845186
H  -0.258981  -4.695735  -0.486054
H  -4.592197  -0.839501  1.751964
H  -0.515972  -2.909935  3.038102
H  3.358694  -3.847185  -4.694253
H  -4.798672  -1.307950  -0.547910
H  -3.461996  -0.199264  -2.860400
H  -1.865425  -0.460679  2.160049
H  1.261897  -2.267711  -3.980261
H  3.611172  5.413100  -0.051830
H  0.230423  0.504124  -3.043358
H  2.123145  -2.362955  1.979952
H  -2.670762  -3.398687  -0.845222
H  -4.244836  0.508696  -0.790931
H  2.320267  -0.037404  2.492127
H  -0.991279  1.673413  -1.371679
H  -0.949681  0.941595  3.185387
H  -2.603312  2.625333  4.384609
H  0.762553  0.472451  3.227655
H  0.980191  -3.328957  -2.106213
H  -1.446857  -1.984870  -2.329502
H  -1.957047  1.493231  0.673627
H  -1.828474  0.339382  -2.639938
H  4.631921  -0.687537  -1.951004
H  -2.300397  5.042326  3.145957
H  2.344666  -2.763738  0.312879
H  1.961761  3.675131  -1.332321
H  -3.131487  1.758381  -1.269447
H  -4.650137  -2.887364  0.162910
H  1.153496  -1.230187  3.160123
H  2.235824  2.265384  2.666628
H  -3.501399  -2.153066  2.064030
H  -0.598038  4.609755  1.053857
H  3.790968  4.536364  2.535962
H  5.556677  -2.803604  -3.415495
H  0.179181  2.950831  -1.492800

Forces on atoms 1 to 2 (eV/Å):
-0.870 3.173 -0.462
0.180 4.032 2.558

Output
Charge = +2
HOMO level (alpha / beta) = -13.509 / -13.506 eV
Largest force on an atom = 4.8 eV Å⁻¹
Multiplicity = 3
Lowest unoccupied orbital energy (alpha / beta) = -8.220 / -9.465 eV
Calculated total energy = -55989.604 eV
Energy relative to the best compared isomer or geometry (same formula, charge and spin) = 0.000 eV


(2)
Molecular formula: C28H39AsCsI2N2OSSi3
Method: DFT, wB97M-V/def2-TZVPD

Atoms and positions in Å:
Cs  1.252993  1.266494  1.157982
I  1.230717  4.964326  5.583564
I  -4.490257  3.764054  6.804717
As  -1.433529  -1.409896  -1.098715
S  3.089730  -0.202274  -1.386449
Si  -0.453214  -3.535622  -0.953322
Si  -3.732880  -1.774786  -0.888028
Si  -1.152392  -0.505065  -3.257217
O  0.582079  2.883276  3.284001
N  4.399048  1.892726  0.543262
N  -1.676171  1.496534  2.656346
C  -4.525439  -2.892289  -2.170442
C  1.192541  -3.588830  -1.828189
C  3.938421  3.304962  2.460740
C  6.201822  3.240872  1.367076
C  -2.868986  2.524432  4.497863
C  5.224751  1.392936  -0.431300
C  -0.221670  -3.811874  0.887526
C  4.716272  0.418516  -1.374451
C  -3.958611  0.933323  3.052969
C  -2.751489  0.821766  2.341775
C  -4.552269  -0.082799  -0.968050
C  -1.536323  -4.915835  -1.639966
C  0.486070  -0.933111  -4.025282
C  5.614048  -0.035852  -2.330100
C  -0.510798  3.914990  5.106027
C  6.573637  1.816216  -0.529182
C  7.038653  2.764397  0.408043
C  4.866142  2.770891  1.399157
C  7.434991  1.310381  -1.530546
C  -2.504570  -1.068973  -4.444156
C  -1.292487  1.345447  -3.004284
C  -0.440224  3.053919  3.993317
C  -2.810707  3.425347  5.588723
C  -1.700872  2.340395  3.711583
C  6.943970  0.393493  -2.416510
C  -1.655256  4.101197  5.880922
C  -4.014096  -2.533485  0.810975
C  -4.011157  1.781430  4.122294
H  -1.166296  -3.732093  1.429852
H  6.536793  3.966013  2.096999
H  -5.593162  -3.020322  -1.977901
H  -4.925936  1.888865  4.690231
H  -4.093975  0.612742  -0.263987
H  0.452219  -3.054303  1.292542
H  -1.263389  1.877030  -3.958545
H  0.206833  -4.797532  1.085015
H  -4.053877  -3.875284  -2.176898
H  3.531360  2.501140  3.075055
H  0.634875  -0.288923  -4.895206
H  -2.522097  -2.158730  -4.512499
H  -2.335403  -0.666758  -5.446431
H  -5.078214  -2.556677  1.057510
H  -1.836099  -4.697907  -2.667335
H  -0.457336  1.696181  -2.393687
H  -1.624841  4.785582  6.717459
H  -3.493702  -0.741994  -4.115310
H  1.814052  -2.709312  -1.631987
H  -3.639761  -3.560214  0.841716
H  -2.670615  0.155466  1.487701
H  -4.401188  -2.470361  -3.168389
H  5.239432  -0.764531  -3.038248
H  3.091533  3.835343  2.024918
H  0.502793  -1.974512  -4.349844
H  8.067711  3.103209  0.351326
H  -2.215685  1.615095  -2.486722
H  4.457680  3.996381  3.122529
H  -2.446945  -5.037908  -1.048614
H  1.054111  -3.636884  -2.908484
H  -4.828132  0.358974  2.759703
H  1.334848  -0.799698  -3.346343
H  8.460633  1.656425  -1.576133
H  -3.486160  -1.973301  1.584273
H  -5.618656  -0.159271  -0.741313
H  -4.450630  0.348703  -1.967021
H  -0.999552  -5.867784  -1.632430
H  1.738085  -4.478102  -1.503157
H  7.586207  -0.006379  -3.193020

Forces on atoms 1 to 2 (eV/Å):
0.027 -0.277 -0.342
-0.009 0.001 0.006

Output
Charge = -1
HOMO level = -3.992 eV
Largest force on an atom = 0.4 eV Å⁻¹
Lowest unoccupied orbital energy = 2.016 eV
Calculated total energy = -146760.286 eV
Energy relative to the best compared isomer or geometry (same formula, charge and spin) = 0.102 eV